Here is the molecule C24H29N3O4 from the OMol25 dataset. Energies are from ωB97M-V/def2-TZVPD.

HOMO energy in eV: -8.820
LUMO level in eV: 0.7
SMILES string: CC[C@H](C)[C@@H](NC(=O)c1ccccc1NC(=O)c1ccccc1)C(=O)N1CCOCC1
Molar mass in g/mol: 423.513
Relative energy (zero: lowest compared OMol25 entry of this formula, charge and spin) in kcal/mol: 14.1
Total energy in a.u.: -1397.2369
Frontier orbital gap in Ha: 0.3509

ORCA input file:
```
! wB97M-V def2-TZVPD RIJCOSX def2/J DEFGRID3
* xyz 0 1
C 0.0394 -3.6345 1.8672
H -0.8016 -4.2103 1.4872
H -0.1724 -3.3751 2.9004
C 0.2446 -2.3840 1.0207
H 0.3309 -2.6772 -0.0295
H -0.6205 -1.7272 1.1162
C 1.4934 -1.5905 1.4150
C 1.3849 -1.0387 2.8353
H 0.4234 -0.5496 2.9704
H 1.4706 -1.8414 3.5627
H 2.1786 -0.3203 3.0292
H 2.3688 -2.2488 1.3584
C 1.7059 -0.4334 0.4071
N 0.7566 0.6326 0.5935
C -0.1746 0.9546 -0.3214
O -0.3968 0.2917 -1.3201
C -0.8592 2.2613 -0.0610
C -0.0931 3.3894 0.2128
C -0.6769 4.6410 0.2893
C -2.0388 4.7808 0.0779
C -2.8162 3.6677 -0.1787
C -2.2373 2.4039 -0.2383
N -3.0564 1.2883 -0.4574
C -2.9389 0.0977 0.1927
O -2.1178 -0.1115 1.0630
C -3.9294 -0.9276 -0.2457
C -3.4997 -2.2437 -0.3793
C -4.3848 -3.2286 -0.7766
C -5.7102 -2.9118 -1.0245
C -6.1489 -1.6069 -0.8727
C -5.2633 -0.6155 -0.4893
H -5.6255 0.3939 -0.3486
H -7.1852 -1.3606 -1.0521
H -6.4038 -3.6814 -1.3295
H -4.0423 -4.2466 -0.8893
H -2.4651 -2.4746 -0.1807
H -3.8313 1.4095 -1.0923
H -3.8811 3.7704 -0.3325
H -2.4977 5.7575 0.1186
H -0.0690 5.5078 0.4991
H 0.9755 3.2874 0.3369
H 0.9415 1.2503 1.3693
C 3.1015 0.1682 0.5829
O 3.2493 1.2230 1.1789
N 4.1546 -0.5290 0.1057
C 4.1363 -1.6981 -0.7449
H 4.7607 -2.4718 -0.2817
C 4.7327 -1.3282 -2.1117
O 6.0354 -0.8129 -1.9786
C 6.0461 0.3352 -1.1582
H 5.4423 1.1315 -1.6190
C 5.4925 0.0220 0.2339
H 6.1327 -0.7162 0.7285
H 5.4317 0.9262 0.8398
H 7.0863 0.6577 -1.0980
H 4.0805 -0.5880 -2.6006
H 4.8164 -2.2120 -2.7460
H 3.1294 -2.0850 -0.8740
H 1.5516 -0.7915 -0.6163
H 0.9256 -4.2673 1.8423
*
```